(1)
ORCA calculation (ωB97M-V/def2-TZVPD) on 3 unconnected molecules or ions with the total composition C24H28F4NO15PS at a distorted geometry.

As for the SMILES: CP(O)C(=O)O[C@@](CCCCS(=O)(=O)O)(CCC(N)=O)C(F)(F)C(F)F.O=C1C=C(O)C(=O)C=C1O.O=C1C=C(O)C(=O)C=C1O. The value obtained for the largest force on an atom is 1.60 eV/A. Its LUMO energy is -1.79 eV. The charge is 0. The value obtained for the HOMO-LUMO gap is 0.268 Eh.

Each line ends with the Löwdin charge.
Element x y z (Å)
1 C -0.85 -0.55 3.85  -0.272
2 P 0.00 -2.09 4.32  0.947
3 O 1.33 -1.49 5.09  -0.312
4 C 0.70 -2.65 2.66  -0.577
5 O 1.44 -3.60 2.62  0.072
6 O 0.25 -1.96 1.57  -0.036
7 C 0.16 -2.61 0.30  -0.302
8 C -0.53 -1.57 -0.65  -0.080
9 C -1.13 -0.37 0.06  -0.181
10 C -1.96 0.48 -0.92  -0.193
11 C -2.37 1.80 -0.26  -0.223
12 S -4.01 1.69 0.42  0.598
13 O -3.92 1.21 1.77  -0.274
14 O -4.89 1.00 -0.47  -0.264
15 O -4.47 3.22 0.46  -0.171
16 C 1.53 -3.00 -0.31  -0.091
17 C 2.70 -2.18 0.19  -0.098
18 C 2.86 -0.84 -0.50  -0.506
19 N 3.59 0.10 0.23  0.141
20 O 2.40 -0.57 -1.59  0.058
21 C -0.74 -3.86 0.33  -0.396
22 F -0.81 -4.33 -0.96  0.114
23 F -0.22 -4.87 1.07  0.134
24 C -2.19 -3.64 0.80  -0.258
25 F -2.80 -4.86 0.86  0.091
26 F -2.18 -3.12 2.05  0.089
27 H -1.29 -0.07 4.72  0.043
28 H -0.18 0.17 3.38  0.048
29 H -1.64 -0.76 3.13  0.022
30 H 1.36 -0.53 5.02  0.041
31 H 0.19 -1.22 -1.38  0.106
32 H -1.34 -2.04 -1.20  0.120
33 H -1.82 -0.69 0.84  0.102
34 H -0.35 0.26 0.47  0.120
35 H -2.86 -0.08 -1.17  0.106
36 H -1.39 0.68 -1.82  0.123
37 H -2.32 2.63 -0.95  0.108
38 H -1.72 2.02 0.58  0.106
39 H -3.70 3.79 0.56  0.065
40 H 1.48 -2.86 -1.39  0.115
41 H 1.71 -4.06 -0.16  0.126
42 H 3.61 -2.74 -0.03  0.127
43 H 2.71 -2.01 1.26  0.105
44 H 4.24 0.60 -0.37  0.099
45 H 4.14 -0.36 0.95  0.087
46 H -2.77 -3.02 0.12  0.167
47 O 3.88 -3.06 -2.65  0.105
48 C 4.81 -3.77 -2.99  -0.300
49 C 4.97 -5.15 -2.57  0.079
50 C 6.04 -5.84 -2.99  -0.236
51 O 6.26 -7.11 -2.66  0.123
52 C 7.09 -5.23 -3.87  -0.314
53 O 8.04 -5.92 -4.19  0.111
54 C 6.92 -3.85 -4.30  0.076
55 C 5.85 -3.16 -3.89  -0.235
56 O 5.61 -1.91 -4.24  0.120
57 H 4.21 -5.58 -1.94  0.136
58 H 7.10 -7.36 -3.08  0.121
59 H 7.67 -3.43 -4.95  0.136
60 H 4.77 -1.66 -3.80  0.119
61 O -5.36 10.38 -0.01  0.113
62 C -5.08 9.26 0.38  -0.314
63 C -5.89 8.08 0.13  0.077
64 C -5.50 6.90 0.62  -0.230
65 O -6.19 5.78 0.43  0.126
66 C -4.24 6.74 1.43  -0.302
67 O -3.96 5.63 1.85  0.092
68 C -3.42 7.92 1.66  0.074
69 C -3.80 9.10 1.17  -0.236
70 O -3.11 10.22 1.34  0.123
71 H -6.79 8.20 -0.44  0.137
72 H -5.72 5.05 0.88  0.097
73 H -2.51 7.79 2.23  0.136
74 H -3.62 10.92 0.89  0.122

***

(2)
ORCA calculation (ωB97M-V/def2-TZVPD) on C2H6 in the gas phase at a distorted geometry.

As for the SMILES: CC. The value obtained for the largest force on an atom is 5.92 eV/A. Its LUMO energy is 1.29 eV. The charge is 0. The value obtained for the HOMO-LUMO gap is 0.476 Eh. The value obtained for the energy above the lowest of the compared OMol25 structures with the same formula, charge and spin is 20.55 kcal/mol.

Each line ends with the Löwdin charge.
Element x y z (Å)
1 C -0.82 -0.05 -0.04  -0.144
2 C 0.74 -0.07 -0.03  -0.160
3 H -1.26 -1.00 -0.20  0.044
4 H -0.88 0.36 1.00  0.075
5 H -1.20 0.63 -0.74  0.037
6 H 1.12 1.12 0.02  0.136
7 H 1.18 -0.49 -0.82  0.002
8 H 1.12 -0.50 0.81  0.011

***

(3)
ORCA calculation (ωB97M-V/def2-TZVPD) on a molecular structure, C39H35IN4O4ReS at a distorted geometry.

The value obtained for the largest force on an atom is 1.75 eV/A. Its LUMO energy (alpha / beta) is -0.37 / -0.61 eV. The expectation value of S² is 3.78. The multiplicity is 4. The charge is 0. The value obtained for the HOMO-LUMO gap (alpha / beta) is 0.227 / 0.209 Eh. The value obtained for the energy above the lowest of the compared OMol25 structures with the same formula, charge and spin is 38.00 kcal/mol.

Each line ends with the Löwdin charge.
Element x y z (Å)
1 Re -1.37 0.89 0.92  1.174
2 C -2.85 -2.05 3.62  -0.022
3 C -1.43 -2.48 3.45  -0.264
4 N -1.06 -3.61 3.98  0.115
5 C 0.21 -4.01 3.87  -0.102
6 C 1.21 -3.23 3.31  -0.158
7 C 2.62 -3.76 3.34  -0.232
8 O 3.26 -3.59 4.59  -0.045
9 C 0.86 -1.97 2.77  -0.086
10 C 1.83 -1.00 2.37  -0.078
11 N 1.48 0.12 1.85  0.012
12 C 2.30 1.09 1.39  -0.365
13 C 3.48 0.87 0.67  -0.029
14 C 4.14 1.91 0.06  -0.082
15 C 3.66 3.21 0.17  -0.088
16 C 2.52 3.47 0.91  -0.141
17 C 1.85 2.42 1.51  -0.527
18 I 0.05 2.72 2.62  1.180
19 C -0.53 -1.64 2.71  -0.273
20 O -0.99 -0.63 2.07  -0.310
21 H -3.42 -2.85 4.08  0.078
22 H -3.29 -1.78 2.66  0.075
23 H -2.89 -1.16 4.25  0.087
24 H 0.43 -4.98 4.28  0.116
25 H 3.23 -3.32 2.53  0.102
26 H 2.60 -4.84 3.18  0.126
27 H 3.20 -2.67 4.85  0.087
28 H 2.88 -1.20 2.62  0.135
29 H 3.85 -0.14 0.57  0.101
30 H 5.03 1.72 -0.52  0.106
31 H 4.17 4.02 -0.33  0.102
32 H 2.15 4.47 1.03  0.092
33 O -2.99 2.62 2.35  -0.442
34 S -3.25 3.26 1.08  0.571
35 O -4.63 3.44 0.71  -0.271
36 N -2.41 2.33 0.03  -0.354
37 C -2.64 2.30 -1.32  -0.275
38 C -3.42 3.18 -2.05  -0.012
39 C -3.55 2.99 -3.43  -0.068
40 C -2.89 1.97 -4.07  -0.043
41 C -2.07 1.07 -3.35  -0.159
42 C -1.36 0.01 -3.93  0.027
43 C -0.57 -0.77 -3.13  -0.003
44 C -0.46 -0.54 -1.75  -0.214
45 N -1.18 0.43 -1.15  -0.001
46 C -1.95 1.23 -1.96  -0.142
47 C -2.44 4.86 1.02  -0.298
48 C -3.00 5.93 1.70  -0.051
49 C -2.37 7.17 1.63  -0.066
50 C -1.20 7.32 0.90  -0.075
51 C -0.65 6.24 0.23  -0.073
52 C -1.28 5.00 0.29  -0.121
53 H -3.94 3.98 -1.55  0.104
54 H -4.18 3.66 -3.99  0.107
55 H -3.00 1.81 -5.13  0.108
56 H -1.43 -0.17 -4.99  0.120
57 H -0.03 -1.60 -3.56  0.105
58 H 1.02 -0.54 -0.31  0.098
59 H -3.91 5.79 2.25  0.120
60 H -2.79 8.02 2.15  0.107
61 H -0.72 8.28 0.85  0.105
62 H 0.25 6.36 -0.35  0.106
63 H -0.86 4.15 -0.23  0.096
64 C 2.47 -1.48 -2.40  -0.019
65 C 1.49 -2.26 -1.50  -0.469
66 C 2.31 -2.88 -0.35  -0.022
67 C 0.47 -1.30 -0.86  -0.106
68 C 0.84 -3.44 -2.20  -0.196
69 C -0.50 -3.76 -2.03  -0.033
70 C -1.03 -4.92 -2.57  -0.072
71 C -0.24 -5.80 -3.27  -0.090
72 C 1.10 -5.50 -3.45  -0.077
73 C 1.63 -4.33 -2.92  -0.038
74 H 2.83 -0.60 -1.87  0.080
75 H 2.02 -1.15 -3.33  0.078
76 H 3.33 -2.09 -2.65  0.080
77 H 2.83 -2.12 0.21  0.059
78 H 3.04 -3.59 -0.74  0.092
79 H 1.65 -3.42 0.32  0.095
80 H -0.11 -1.85 -0.11  0.117
81 H -1.16 -3.11 -1.47  0.112
82 H -2.08 -5.13 -2.41  0.105
83 H -0.65 -6.71 -3.68  0.101
84 H 1.74 -6.18 -3.98  0.103
85 H 2.68 -4.13 -3.07  0.109

***

Question: The highest largest force on an atom belongs to which entry?
Answer: C2H6